<A>
{"formula": "C10H14O3", "method": "wB97M-V/def2-TZVPD", "orbital_gap_ev": 7.54, "elements": ["C", "C", "C", "C", "C", "C", "C", "C", "C", "C", "H", "H", "H", "H", "H", "H", "H", "H", "H", "H", "H", "H", "H", "H", "O", "O", "O"], "xyz": [[-3.3718, 0.5031, 1.1063], [-2.6289, 0.4746, -0.3152], [-1.2374, 0.1586, -0.6890], [-0.0285, 0.7982, -0.5847], [1.2880, 0.3179, -0.3949], [2.0522, 2.3971, -0.2888], [1.3189, -0.9740, -0.3086], [3.4952, -1.4434, 0.7353], [0.2776, -1.7580, -0.3019], [-1.0542, -1.2909, -0.5016], [-2.6235, 0.9391, 1.9074], [-4.0227, -0.5950, 1.4037], [-4.2250, 1.1888, 0.6509], [-3.4889, -0.0155, -0.9327], [-3.0055, 1.5535, -0.9159], [-0.1839, 1.9250, -0.2174], [1.3148, 2.3809, -1.2248], [3.0354, 2.6713, -0.3903], [1.4004, 2.6491, 0.7011], [2.7100, -0.7172, 1.9271], [3.9443, -2.9668, 0.7109], [4.7840, -0.3638, -0.0516], [0.5132, -2.9537, -0.4877], [-3.0586, -1.7478, -0.4803], [2.4676, 0.9188, -0.2989], [2.4101, -1.7958, -0.1814], [-2.0828, -2.2543, -0.5771]], "nbo_charge": [-0.6292, -0.4473, -0.1423, -0.2499, 0.1769, -0.2768, 0.2892, -0.2857, -0.2728, 0.3262, 0.2339, 0.2094, 0.2327, 0.2132, 0.2044, 0.2103, 0.2131, 0.2084, 0.1930, 0.2143, 0.2459, 0.1578, 0.2428, 0.4911, -0.4793, -0.5926, -0.6867]}

=====

<B>
{"formula": "C10H14O3", "method": "wB97M-V/def2-TZVPD", "orbital_gap_ev": 9.23, "elements": ["C", "C", "C", "C", "C", "C", "C", "C", "C", "C", "O", "O", "O", "H", "H", "H", "H", "H", "H", "H", "H", "H", "H", "H", "H", "H", "H"], "xyz": [[1.2024, -1.7189, 0.0329], [-0.1555, -1.2507, 0.4769], [1.9857, -0.7701, -0.8447], [-4.2823, 0.4280, -0.6968], [1.2210, 0.4384, -1.3133], [-0.5094, 0.0337, 0.4068], [0.4254, 1.0802, -0.1684], [-1.0262, -2.3554, 1.0108], [1.3908, 1.5534, 0.9271], [-0.3650, 2.2775, -0.6957], [3.1291, -0.9891, -1.1610], [-3.9449, -0.5326, -1.1809], [-1.7043, 0.5374, 0.8375], [1.8247, -1.9575, 0.9043], [1.0992, -2.6612, -0.5185], [1.9153, 1.1560, -1.7540], [0.5279, 0.1035, -2.0922], [-1.9371, -1.9949, 1.4853], [-0.4784, -2.9426, 1.7491], [-1.3141, -3.0274, 0.2020], [0.8308, 1.9563, 1.7716], [2.0436, 2.3355, 0.5371], [2.0095, 0.7298, 1.2775], [0.3188, 3.0416, -1.0651], [-0.9696, 2.7045, 0.1009], [-1.0275, 1.9794, -1.5075], [-2.2101, -0.1549, 1.2782]], "nbo_charge": [-0.5431, -0.1109, 0.6187, 0.5096, -0.5037, 0.3323, -0.0932, -0.6230, -0.5962, -0.5957, -0.5367, -0.5074, -0.6903, 0.2386, 0.2394, 0.2323, 0.2361, 0.1893, 0.2190, 0.2209, 0.2177, 0.2116, 0.2086, 0.2089, 0.2267, 0.2099, 0.4806]}

=====

<C>
{"formula": "C10H14O3", "method": "wB97M-V/def2-TZVPD", "orbital_gap_ev": 4.96, "elements": ["C", "C", "C", "C", "C", "C", "C", "C", "C", "C", "H", "H", "H", "H", "H", "H", "H", "H", "H", "H", "H", "H", "H", "H", "O", "O", "O"], "xyz": [[0.7170, 2.3014, 0.4070], [1.6112, 2.0080, -0.8462], [1.0394, 1.4058, -2.1357], [0.9125, -0.2226, -1.5187], [-0.0625, -0.5036, -0.4514], [-1.3342, -0.3371, -0.8402], [-2.2872, -0.9033, -0.0537], [-1.9777, -1.5479, 1.1797], [-0.6260, -1.4143, 1.6130], [0.3098, -1.0352, 0.7831], [0.3739, 1.3045, 0.9059], [-0.3590, 2.6533, 0.3536], [1.2825, 2.8885, 1.0251], [2.6529, 1.1926, -0.6911], [2.1245, 3.1579, -1.1064], [1.9004, 1.2372, -2.9794], [0.1393, 2.1371, -2.4454], [1.9034, -0.2901, -1.2155], [0.5484, -0.8688, -2.3417], [-1.4373, -0.1624, -1.9142], [-3.1736, -1.0630, -0.4089], [-3.7010, -0.7335, 2.2411], [-0.9616, -3.4862, 2.7698], [1.6601, -2.0412, 1.8279], [-2.6932, -2.4608, 2.0922], [-0.2800, -1.8584, 2.7303], [1.7182, -1.3577, 1.0199]], "nbo_charge": [-0.6483, -0.4013, -0.4209, -0.4117, -0.0255, -0.2018, -0.2736, 0.3120, 0.1771, 0.2358, 0.2156, 0.2223, 0.2155, 0.1981, 0.1953, 0.2233, 0.2233, 0.2257, 0.2213, 0.2279, 0.2070, 0.3515, 0.3338, 0.5041, -0.6596, -0.5551, -0.6918]}

=====

Energies, relative to the best one, in hartree: <A> 0.5340; <B> 0.0000; <C> 0.5210.

=====

<A>
{"formula": "C4H5N3O2", "method": "wB97M-V/def2-TZVPD", "orbital_gap_ev": 9.52, "elements": ["C", "C", "C", "C", "H", "H", "H", "H", "H", "N", "N", "N", "O", "O"], "xyz": [[2.1561, 0.7678, -0.5543], [1.6585, -0.5251, 0.1485], [-0.6807, -0.5249, -0.0733], [-2.2034, 0.6746, 0.5957], [1.7682, 1.6186, 0.0164], [3.2352, 0.7590, -0.4088], [1.7835, 0.8811, -1.5421], [-2.8504, 1.4531, 0.9035], [-1.9888, -2.1454, -0.1690], [0.4618, -1.0967, -0.2040], [-0.9031, 0.7033, 0.4457], [-1.8582, -1.1779, -0.4342], [2.3051, -0.9841, 1.0875], [-2.8839, -0.4033, 0.1883]], "nbo_charge": [-0.7198, 0.6849, 0.5060, 0.4203, 0.2409, 0.2406, 0.2174, 0.2029, 0.4057, -0.5448, -0.4884, -0.2974, -0.5714, -0.2969]}

=====

<B>
{"formula": "C4H5N3O2", "method": "wB97M-V/def2-TZVPD", "orbital_gap_ev": 10.55, "smiles": "[H]/N=C(/O)c1nc(C)no1", "elements": ["H", "N", "C", "O", "C", "N", "C", "C", "N", "O", "H", "H", "H", "H"], "xyz": [[2.0779, -1.8383, -0.0665], [2.7654, -1.0863, -0.0397], [2.2150, 0.0381, 0.1544], [2.9023, 1.1730, 0.0931], [0.7465, 0.2716, 0.1021], [-0.1891, -0.6212, 0.0762], [-1.3322, 0.1413, 0.0639], [-2.7037, -0.4241, 0.0572], [-1.0848, 1.4256, 0.0560], [0.2869, 1.5120, 0.0597], [3.4516, 1.1360, -0.7241], [-2.8508, -1.0464, 0.9495], [-3.4478, 0.3788, 0.0457], [-2.8371, -1.0601, -0.8276]], "nbo_charge": [0.3640, -0.6104, 0.4864, -0.6724, 0.4232, -0.4800, 0.3112, -0.6540, -0.1391, -0.2519, 0.5060, 0.2382, 0.2407, 0.2381]}

=====

<C>
{"formula": "C4H5N3O2", "method": "wB97M-V/def2-TZVPD", "orbital_gap_ev": 10.18, "elements": ["C", "C", "C", "C", "H", "H", "H", "H", "H", "N", "N", "N", "O", "O"], "xyz": [[0.0953, -1.3594, 0.3170], [0.1405, -0.1826, 0.9996], [-0.1046, 1.2414, 0.4361], [0.7210, 1.7820, -0.4232], [-0.2424, 0.4380, -2.0089], [-0.0839, -1.9910, -1.7860], [-0.9571, 1.8243, 1.1440], [1.8405, 1.3102, -0.9861], [-0.1270, 3.0057, -0.6394], [0.0841, -1.1743, -1.1439], [-0.0760, -2.4272, 0.9744], [-0.1229, -0.5403, 2.2316], [-0.9883, -0.0968, -1.3982], [-0.1790, -1.8301, 2.2828]], "nbo_charge": [0.2463, 0.0108, -0.2468, -0.4419, 0.4991, 0.3885, 0.2610, 0.2860, 0.2220, -0.3853, -0.1226, -0.0160, -0.5652, -0.1360]}

=====

Energies, relative to the best one, in hartree: <A> 0.0283; <B> 0.0000; <C> 0.3177.

=====

<A>
{"formula": "C3H5O2P", "method": "wB97M-V/def2-TZVPD", "orbital_gap_ev": 9.80, "smiles": "O=C=O.C=CP", "elements": ["O", "C", "O", "C", "C", "P", "H", "H", "H", "H", "H"], "xyz": [[3.6634, -0.4687, 0.0622], [2.5199, -0.4840, -0.0134], [1.3778, -0.5348, -0.1712], [-1.0639, 1.4646, 0.5667], [-0.6704, 0.4050, -0.1134], [-1.3276, -1.2362, 0.2136], [-1.4007, 1.4538, 1.5563], [-0.8210, 2.4474, 0.2903], [-0.2004, 0.4729, -1.0597], [-0.2463, -2.0464, -0.2294], [-1.8308, -1.4735, -1.1020]], "nbo_charge": [-0.4990, 1.0433, -0.5341, -0.3765, -0.4594, 0.2886, 0.1908, 0.1892, 0.2069, -0.0263, -0.0236]}

=====

<B>
{"formula": "C3H5O2P", "method": "wB97M-V/def2-TZVPD", "orbital_gap_ev": 9.97, "smiles": "O=C(P)[C@@H]1CO1", "elements": ["O", "C", "P", "C", "C", "O", "H", "H", "H", "H", "H"], "xyz": [[-0.7529, -1.6459, -0.9094], [-0.7721, -0.7164, -0.1991], [-2.3214, 0.1316, 0.3162], [0.3810, -0.0475, 0.4707], [1.6607, 0.0507, -0.2232], [1.3983, -0.9430, 0.7125], [-1.6472, 1.3170, 0.8900], [-2.5187, 0.7269, -0.9660], [0.2526, 0.6114, 1.2087], [1.8836, -0.3826, -1.2727], [2.4361, 0.8979, -0.0278]], "nbo_charge": [-0.4949, 0.3438, 0.2020, -0.0832, -0.0882, -0.4525, -0.0234, 0.0125, 0.1943, 0.2008, 0.1887]}

=====

Energies, relative to the best one, in hartree: <A> 0.0000; <B> 0.0581.